[1]
A cluster of 2 separate species, C16H21N2 in total in a non-equilibrium geometry. Source: OMol25; level of theory: ωB97M-V/def2-TZVPD.

Properties
HOMO = -0.387 Ha
charge = +1
gap between HOMO and LUMO = 4.48 eV

```
39
Properties=species:S:1:pos:R:3:forces:R:3:lowdin_charge:R:1
C 3.678269 1.894707 -0.810140 0.3 -0.2 0.0 -0.04
H 1.790038 -2.974522 -1.075858 -0.1 -0.1 0.0 0.09
C 2.927303 1.157449 0.073460 -0.1 -0.1 0.2 0.00
C -2.087855 -0.107045 3.364765 0.0 -0.3 0.2 -0.03
C -0.836011 -0.148408 2.799881 0.2 0.0 -0.1 0.00
C -2.631666 1.826903 2.065502 0.1 0.3 -0.3 -0.03
C -0.619336 -2.978798 0.088478 -0.1 0.4 -0.8 -0.09
H 0.056291 2.933464 -0.184549 -0.1 0.1 0.0 0.09
H -1.632253 -3.373788 0.129587 0.0 0.0 0.0 0.08
H 0.064295 -3.723220 0.492570 0.1 -0.1 -0.2 0.08
C -2.991289 0.875198 2.997415 0.0 -0.2 0.1 -0.01
H -0.566483 -2.080241 0.698515 -0.1 0.3 0.5 0.04
C -2.033443 -2.377149 -3.018446 0.5 -0.5 -0.1 -0.12
H -3.329241 2.597309 1.774826 0.0 0.1 0.0 0.12
C 1.101866 -2.228334 -1.469331 -1.1 -0.1 -0.3 -0.09
N -0.284110 -2.659886 -1.297108 -0.7 -0.4 -1.0 -0.28
H 3.366773 0.308550 0.570085 0.1 -0.2 0.1 0.13
C 1.824297 3.357017 -1.195653 -0.4 0.1 0.0 -0.03
C -0.434221 0.802792 1.833822 0.0 0.1 0.0 -0.18
H -1.152858 2.568538 0.804028 -0.1 0.1 -0.1 0.09
H -3.973639 0.900333 3.434928 -0.2 0.0 0.1 0.13
H -0.137609 -0.908930 3.105372 0.1 -0.2 0.0 0.13
H -1.351984 -2.690725 -3.809949 -0.1 -0.2 -0.3 0.07
N -1.302461 -1.775502 -1.919636 1.3 0.3 1.6 -0.11
C 0.875034 0.695673 1.292992 -0.4 0.5 -0.1 0.13
H -2.570433 -3.254536 -2.656684 0.0 0.1 0.0 0.08
C 1.584556 1.496796 0.358036 0.0 0.1 -0.1 -0.18
H 1.266659 -1.287721 -0.947480 0.3 0.5 0.2 0.05
H 3.721392 3.568669 -2.140509 0.2 0.1 -0.1 0.12
C 3.132458 2.996626 -1.445617 0.2 -0.1 0.0 -0.01
C -1.382934 1.795815 1.500904 0.0 0.1 -0.1 0.02
H 1.308330 -2.088076 -2.528598 0.1 0.0 0.0 0.08
H -2.765059 -1.685465 -3.439769 0.1 0.1 0.2 0.08
C 1.067216 2.624158 -0.318819 -0.1 0.0 0.0 0.01
H 1.440674 -0.140267 1.675001 0.2 -0.2 0.1 0.13
H 1.389195 4.209875 -1.692949 0.0 0.1 0.0 0.12
H 4.699727 1.618573 -1.009847 0.1 -0.1 0.0 0.12
H -0.840048 -0.906264 -2.200584 -0.2 -0.4 0.0 0.09
H -2.371440 -0.839570 4.101360 0.0 -0.1 0.1 0.12
```
Forces are in eV/Å.

---

[2]
A structure of composition C13H12BF10N3O2PPtSe. Source: OMol25; level of theory: ωB97M-V/def2-TZVPD.

Properties
HOMO (spin up / spin down) = -0.383 / -0.385 Ha
charge = 0
multiplicity = 2
expectation value of S² = 0.76
gap between HOMO and LUMO (spin up / spin down) = 7.49 / 6.62 eV

```
44
Properties=species:S:1:pos:R:3:forces:R:3:lowdin_charge:R:1
N -1.270254 -0.397820 -0.171486 0.0 -0.1 -0.1 0.20
H 0.846235 -4.030678 -0.525280 0.0 0.0 0.0 0.13
C -2.499074 1.714045 -0.491675 0.0 0.0 0.0 -0.15
F 0.364973 -0.164729 2.967618 0.0 0.1 -0.1 0.07
C -0.619626 -2.747659 1.433304 0.0 0.0 0.0 0.01
O 1.057944 -1.202685 -2.215489 0.0 -0.1 0.0 0.06
C 0.702244 -2.976200 -0.719162 0.0 0.0 0.0 0.04
P 4.489719 -1.055661 0.222808 -0.1 0.0 0.0 0.20
H -5.813517 3.589260 -0.971102 0.0 0.0 0.0 0.11
C -4.883624 1.674266 -0.745690 0.0 0.0 0.0 -0.05
F 4.752838 0.305422 1.039545 0.0 0.0 0.0 -0.20
C -3.694021 0.993276 -0.569493 0.0 0.0 0.0 0.00
C -2.495544 3.111281 -0.577788 0.0 0.0 0.0 0.02
H -3.679990 -0.083320 -0.485757 0.0 0.0 0.0 0.12
C -3.689162 3.778497 -0.753666 0.0 0.0 0.0 -0.04
H -1.691772 -2.544545 1.411180 0.0 0.0 0.0 0.10
O -0.159851 1.633785 -0.270473 0.2 0.1 0.0 -0.11
F 4.695192 -1.888413 1.547871 0.0 0.0 0.0 -0.09
F 5.967235 -1.191523 -0.273049 0.0 0.0 0.0 -0.07
N 1.100095 4.592753 0.018607 0.0 0.0 0.0 0.12
H -0.200043 -2.198464 2.278431 0.0 0.0 0.0 0.09
F 4.018309 -0.174081 -1.029219 0.0 0.0 0.0 -0.16
H 1.441599 -4.015993 -3.266939 0.0 0.0 0.0 0.10
H -0.447931 -3.813741 1.553558 0.0 0.0 0.0 0.09
H -3.700050 4.857599 -0.817042 0.0 0.0 0.0 0.11
C 1.280019 -2.369390 -1.948317 0.0 0.1 0.1 -0.44
C -1.248664 1.034121 -0.283714 -0.2 -0.1 0.1 -0.31
Pt 1.372560 0.491983 0.244272 0.1 0.0 0.1 1.08
H 2.559511 -2.669352 -3.616607 0.0 0.0 0.0 0.09
Se 2.685742 2.289002 1.074457 0.1 -0.1 0.0 1.04
H -1.561693 3.651827 -0.493149 0.0 0.0 0.0 0.11
C 1.707720 3.697708 0.414832 -0.1 0.0 0.1 -0.64
N -0.124405 -0.845632 -0.027225 -0.1 0.0 0.0 -0.07
B -0.380615 1.030017 3.091859 0.0 0.1 0.1 -1.24
C 2.097299 -3.258316 -2.829502 0.0 0.0 0.0 -0.01
F -0.868192 1.186375 4.361254 0.0 0.0 0.0 0.16
F 0.452985 2.131811 2.721044 0.0 -0.1 0.0 0.01
C -4.878884 3.059998 -0.838081 0.0 0.0 0.0 -0.04
H -5.815206 1.128915 -0.804476 0.0 0.0 0.0 0.11
C 0.009412 -2.269497 0.169307 0.0 0.0 0.0 -0.25
F 3.965862 -2.366377 -0.528027 0.0 0.0 0.0 -0.12
F 2.744166 -0.885409 0.806745 0.0 0.1 0.0 -0.38
H 2.860032 -3.775493 -2.249159 0.0 0.0 0.0 0.08
F -1.449553 0.973049 2.144859 0.0 -0.1 -0.1 0.10
```
Forces are in eV/Å.

---

[3]
A structure of composition C34H38N2O2PPdS in a non-equilibrium geometry. Source: OMol25; level of theory: ωB97M-V/def2-TZVPD.

Properties
HOMO (spin up / spin down) = 0.071 / 0.061 Ha
charge = -2
multiplicity = 2
expectation value of S² = 0.85
gap between HOMO and LUMO (spin up / spin down) = 2.85 / 3.12 eV

```
79
Properties=species:S:1:pos:R:3:forces:R:3:lowdin_charge:R:1
C -2.794790 1.267604 -0.675530 0.2 0.1 0.1 -0.72
H -6.155157 -0.638961 -1.193447 0.0 0.0 0.0 0.08
C 0.389975 -4.575082 -2.048333 -0.3 -0.2 -0.2 -0.14
C 1.954499 -2.003941 -2.578005 -0.3 -0.1 0.2 -0.34
C -1.962404 -2.475383 -2.773467 -0.2 0.0 -0.1 -0.10
H 0.930145 -2.070824 -4.460266 0.0 0.0 0.0 0.10
H 2.990636 -2.165800 -5.812539 0.0 0.0 0.0 0.09
C 0.321435 -5.942409 -1.894914 0.0 -0.1 0.6 -0.11
H 3.134855 3.142384 0.898229 0.0 0.0 0.0 0.06
Pd 0.509819 -0.163583 -0.041258 -0.1 -0.4 0.1 0.38
H -3.838299 2.976150 -1.375819 0.0 0.0 0.0 0.08
C 4.370219 -2.055671 -2.725203 0.0 0.0 -0.1 -0.12
C -4.118773 -0.720228 -0.593102 -0.1 0.1 -0.1 -0.07
S -1.302215 2.044781 -0.411611 -0.1 -0.1 0.0 0.54
C -5.240307 -0.078361 -1.057732 0.0 0.0 0.0 -0.12
C 0.120135 -5.606541 0.483412 -0.1 0.5 0.3 -0.06
C -0.931489 -0.375254 -3.285041 0.0 0.1 0.0 -0.12
H -0.659194 -3.616027 4.615180 0.0 0.0 0.0 0.12
H -0.125211 0.331959 -3.130484 0.0 0.0 0.0 0.08
C 0.006072 -3.426680 1.562705 0.1 0.6 0.7 -0.31
P 0.493218 -1.916335 -1.449445 -0.2 1.0 0.0 0.95
C -0.879814 -1.611095 -2.635349 0.3 -0.6 -0.3 -0.36
C 0.391366 -0.899861 5.374453 0.0 0.0 -0.1 -0.10
C -3.947026 1.922593 -1.159297 0.0 -0.1 -0.1 -0.14
H 4.609797 0.573857 -1.428772 0.0 0.0 0.0 0.05
H 0.643837 1.346012 3.800899 0.0 0.0 0.0 0.07
H 1.604365 3.282712 0.026353 0.0 0.0 0.0 0.05
H 1.166450 1.913436 -2.020814 0.0 0.0 0.0 0.02
C 0.491330 -0.810822 3.848497 0.1 0.1 0.0 -0.40
C 0.194181 -6.458357 -0.581508 0.1 0.0 -0.7 -0.12
C -3.062661 -2.121837 -3.547003 0.1 -0.1 0.1 -0.12
H 4.860392 2.325212 -1.559359 0.0 0.0 0.0 0.06
C 2.275994 0.690377 0.165263 0.9 -0.1 -0.3 -0.22
H -1.948581 -3.421979 -2.247820 -0.1 0.0 0.0 0.10
H 2.658935 2.571735 -2.746578 0.0 0.0 -0.1 0.07
H -3.905502 -2.799645 -3.626332 0.0 0.0 0.0 0.09
H 0.818469 -1.821999 5.774709 0.0 0.0 0.0 0.06
H -0.657557 -0.849565 5.685172 0.0 0.0 0.0 0.08
H 0.025222 -6.018204 1.478212 0.0 0.0 0.0 0.10
C 2.905594 1.738023 -0.753838 -0.2 0.1 0.3 -0.72
O -0.179908 -4.217427 2.716689 0.0 -0.2 0.0 -0.07
H 0.381593 -6.599279 -2.754202 0.0 0.0 0.0 0.08
H 3.257108 -1.886286 -0.891880 0.0 0.0 0.0 0.09
H 0.912971 -0.057352 5.835198 0.0 0.0 0.0 0.07
H 5.336205 -2.036138 -2.233562 0.0 0.0 0.0 0.09
C 3.057463 -2.123290 -4.730907 -0.1 0.0 0.0 -0.12
C 3.212102 -1.986518 -1.971721 0.1 0.0 0.2 -0.11
C 4.416253 1.534071 -0.942679 -0.1 -0.1 0.1 -0.10
H 0.159860 -7.530433 -0.416248 0.0 0.0 0.0 0.08
C 0.309857 -3.658262 -0.989566 0.2 -0.4 0.8 -0.27
H 3.107222 3.917509 -0.703317 0.0 0.1 0.0 0.06
H -3.964014 -0.611892 -4.782210 0.0 0.0 0.0 0.08
H -2.053659 0.949463 -4.536419 0.0 0.0 0.0 0.10
H -6.006509 1.828538 -1.727005 0.0 0.0 0.0 0.08
N -2.937000 -0.088523 -0.403090 0.0 -0.1 -0.1 -0.23
C 1.895880 -2.072498 -3.967941 0.0 0.0 -0.1 -0.11
H 0.509594 -4.183392 -3.053728 0.0 0.0 0.1 0.09
C -0.291290 -1.949426 3.195222 -0.1 0.0 0.2 -0.31
C 2.675213 3.111571 -0.093454 0.1 0.0 -0.1 -0.11
H 5.205186 -2.158206 -4.707575 0.0 0.0 0.0 0.08
C 0.005174 0.557542 3.392214 -0.1 0.0 0.1 -0.09
H -1.017287 0.726895 3.747548 0.0 0.0 0.0 0.08
H 4.921651 1.533536 0.028310 0.0 0.0 0.0 0.06
C 4.299098 -2.120641 -4.113667 0.1 0.0 0.1 -0.13
C 0.150133 -4.186733 0.356035 0.2 -0.3 -1.4 -0.12
H -4.080299 -1.771493 -0.350916 0.0 0.0 0.0 0.12
N 0.007687 -2.159716 1.784702 -0.1 -0.2 -0.5 0.14
C 0.002434 -3.323355 3.798320 0.0 0.1 0.1 -0.16
C -3.097213 -0.897412 -4.197166 -0.1 0.0 -0.1 -0.13
O -1.944256 -0.803141 0.022334 -0.3 0.2 0.3 -0.22
H -1.366057 -1.718887 3.301665 0.1 0.0 -0.1 0.16
H 2.404180 0.813298 -2.653821 0.0 0.0 0.0 0.06
C -2.022620 -0.024769 -4.062345 0.0 0.0 0.1 -0.10
H 3.084227 0.129790 0.668114 0.0 0.1 0.1 -0.03
H 1.046993 -3.372865 4.141170 0.0 0.0 0.0 0.12
H 1.538678 -0.932299 3.548119 0.0 0.0 0.0 0.14
H 0.014601 0.660394 2.308796 0.0 0.0 -0.2 0.02
C 2.241299 1.761340 -2.134276 0.0 0.0 0.0 -0.10
C -5.148662 1.282005 -1.352672 0.0 0.0 0.0 -0.13
```
Forces are in eV/Å.

---

[4]
A cluster of 2 separate species, C23H24N2O2 in total in a non-equilibrium geometry. Source: OMol25; level of theory: ωB97M-V/def2-TZVPD.

Properties
HOMO = -0.251 Ha
charge = 0
SMILES = O=C1C(=Cc2ccccc2)C(=O)c2ccccc21.C=C1N(C)CCCN1C
gap between HOMO and LUMO = 6.13 eV

```
51
Properties=species:S:1:pos:R:3:forces:R:3:lowdin_charge:R:1
C 1.928263 0.701576 -2.266515 -0.8 -0.2 0.3 -0.02
C -1.440717 -4.385525 1.720422 0.1 0.2 -0.1 -0.17
H -1.463399 5.222180 2.169261 0.1 0.1 -0.3 0.12
H -3.419466 -2.826418 1.912598 0.2 0.2 -0.2 0.09
C -0.672065 2.915622 0.662914 -0.7 -1.0 0.3 -0.29
H 1.929473 -4.735795 2.212157 -0.2 0.0 -0.1 0.12
H 1.048026 -4.822172 0.662407 0.0 -0.1 0.4 0.13
H -0.096189 5.993337 -2.596743 0.0 0.1 0.3 0.12
H -0.211813 -4.634843 3.469578 0.0 0.1 -0.1 0.13
C -0.364650 5.862573 -1.548982 0.1 -0.3 0.1 0.00
H -1.366015 7.563884 1.243955 0.0 -0.2 -0.2 0.10
H -2.574621 -1.269067 1.912702 -0.2 -0.2 -0.2 0.08
H 3.232893 0.612757 -3.971242 -0.2 -0.2 0.2 0.11
C -0.176562 -2.246012 1.636687 0.0 2.2 -0.5 -0.30
C -1.139740 5.424217 1.147871 0.1 -0.1 -0.1 0.00
O -1.056895 2.349932 1.683305 0.5 1.0 -1.0 0.09
H -1.505671 -4.740153 0.668713 0.1 -0.1 0.4 0.13
H -0.669475 7.944911 -1.102005 -0.1 -0.2 0.0 0.10
H 2.468470 1.520948 -1.778295 -0.3 -0.2 -0.3 0.13
H -0.252184 -6.044383 2.433075 0.0 -0.1 -0.1 0.11
H 3.035260 -2.924532 1.878132 -0.2 0.0 -0.2 0.09
C -0.710579 6.927713 -0.720615 -0.1 -0.1 0.4 -0.06
H -2.372968 -4.661278 2.226448 0.2 -0.1 -0.1 0.12
C -2.589592 -2.263730 1.461157 -0.4 0.3 0.1 -0.06
C 2.378035 0.162019 -3.466107 -0.1 0.0 -0.1 -0.07
C 0.634193 -1.514233 -3.404090 -0.1 0.1 -0.2 -0.09
H 0.788075 -0.320554 1.341359 -0.3 -0.3 0.2 0.04
H 2.227493 -1.366351 1.823321 0.2 -0.1 -0.2 0.08
C 2.222684 -2.367435 1.391067 0.4 0.2 0.1 -0.06
C 1.688573 -0.892796 -4.076122 0.0 0.0 0.2 -0.08
C -0.160774 -0.842535 1.439902 0.2 -2.2 1.5 -0.02
N 0.967025 -2.991472 1.692114 0.6 -0.3 0.1 -0.14
C 0.023283 3.279703 -1.635277 0.9 -0.3 -0.6 -0.28
C 0.005984 0.890926 -0.652226 -1.5 1.5 -0.5 0.02
O 0.286104 3.121377 -2.821975 -0.3 0.2 1.4 0.09
C -0.227931 -4.957750 2.424301 0.0 -0.3 -0.1 -0.16
H 1.955639 -1.222559 -5.081263 0.1 0.0 0.4 0.10
N -1.355541 -2.936231 1.746034 -0.5 -0.3 0.5 -0.14
H 0.125694 -2.376635 -3.835958 0.2 0.2 0.1 0.10
C 0.723065 0.208315 -1.685981 1.0 -0.7 -1.1 -0.20
H -0.699036 -1.424046 -1.701478 0.4 0.2 -0.2 0.11
C -0.732796 4.369566 0.332126 -0.1 0.5 0.1 -0.09
H 2.411204 -2.321047 0.301651 0.0 0.1 0.3 0.10
C 1.001032 -4.443271 1.706014 -0.1 0.2 -0.3 -0.17
H -0.947157 -0.231338 1.885389 0.1 -0.3 -0.5 0.04
H -2.772981 -2.179912 0.374039 0.0 0.1 0.2 0.10
C -0.343493 4.581109 -0.996997 -0.5 0.4 0.5 -0.09
C -1.100856 6.713748 0.618173 0.1 -0.2 -0.3 -0.06
C -0.093984 2.253944 -0.536153 0.2 -0.6 -0.4 -0.05
H -0.727965 0.302191 -0.082983 0.9 0.3 0.0 0.09
C 0.164642 -0.980457 -2.215849 -0.2 0.5 0.4 -0.02
```
Forces are in eV/Å.

---

Record order is preserved below.
ΔE to the lowest compared entry with this formula, charge and spin: 86.1; 0.0; 13.2; 78.0 kcal/mol
Record order is preserved below.
Energy: -731.45244; -4703.27411; -2445.63736; -1150.75003 hartree